Entry 1:
{
  "formula": "C9H18BiF3I2O3P2",
  "method": "wB97M-V/def2-TZVPD",
  "e_lumo_ev": [-10.81, -10.42],
  "homo_energy_ev": [-15.987, -15.918],
  "charge": 2,
  "elements": ["I", "I", "Bi", "P", "C", "C", "H", "H", "H", "H", "H", "H", "C", "H", "H", "H", "P", "C", "C", "H", "H", "H", "C", "H", "H", "H", "H", "H", "H", "C", "O", "F", "C", "F", "F", "C", "O", "O"],
  "xyz": [[-3.37, 0.12, -0.65], [2.78, 0.39, -0.41], [-0.35, 0.12, -1.05], [-0.38, -2.43, -0.72], [-0.63, -3.32, 0.86], [-1.70, -2.97, -1.85], [-1.51, -4.03, -2.10], [1.07, -4.04, -1.76], [-1.69, -2.37, -2.77], [1.41, -2.36, -2.37], [-1.56, -2.90, 1.29], [-2.68, -2.85, -1.37], [1.20, -2.97, -1.47], [-0.69, -4.40, 0.66], [2.01, -2.83, -0.74], [0.22, -3.13, 1.54], [-0.38, 2.66, -0.74], [-0.59, 3.45, 0.88], [1.17, 3.27, -1.49], [-1.70, 2.61, -2.76], [-1.52, 4.28, -2.11], [-2.69, 3.09, -1.35], [-1.71, 3.22, -1.85], [1.39, 2.66, -2.38], [1.04, 4.33, -1.77], [-0.58, 4.55, 0.74], [0.23, 3.14, 1.55], [2.00, 3.13, -0.78], [-1.55, 3.13, 1.32], [-0.76, 0.24, 1.55], [-1.04, 0.18, 2.66], [1.38, -0.26, 4.34], [1.97, -0.08, 3.12], [1.54, 1.14, 2.67], [3.31, -0.01, 3.26], [1.55, -1.30, 2.24], [2.08, -2.40, 2.48], [0.74, -1.04, 1.33]]
}

---

Entry 2:
{
  "formula": "C9H18Cl2IrN3O4PV",
  "method": "wB97M-V/def2-TZVPD",
  "e_lumo_ev": [-14.30, -18.45],
  "multiplicity": 7,
  "homo_energy_ev": [-22.313, -23.298],
  "charge": 4,
  "elements": ["V", "Ir", "Cl", "Cl", "C", "C", "C", "O", "O", "O", "C", "N", "C", "P", "O", "N", "C", "C", "N", "C", "C", "H", "H", "H", "H", "H", "H", "H", "H", "H", "H", "H", "H", "H", "H", "H", "H", "H", "H"],
  "xyz": [[-3.16, -0.62, 0.63], [-0.97, -0.67, 0.23], [-3.02, -2.54, -0.68], [-3.35, 1.10, 2.01], [-1.47, 0.06, -1.39], [-4.72, -1.57, 1.52], [-4.14, 0.30, -0.69], [-1.76, 0.46, -2.45], [-5.70, -1.97, 2.01], [-4.76, 1.02, -1.37], [2.15, -2.34, -0.67], [2.76, -1.27, 0.12], [4.21, -1.15, -0.09], [2.01, -0.83, 1.53], [0.50, -1.09, 1.48], [2.41, -1.77, 2.85], [1.61, -2.96, 3.13], [3.75, -1.78, 3.42], [2.37, 0.73, 1.91], [1.61, 1.30, 3.03], [3.53, 1.50, 1.50], [2.17, -3.31, -0.15], [2.73, -2.42, -1.60], [1.11, -2.07, -0.94], [4.48, -0.15, -0.48], [4.82, -1.36, 0.80], [4.50, -1.89, -0.85], [1.74, -3.73, 2.35], [1.95, -3.39, 4.08], [0.55, -2.68, 3.22], [4.48, -2.36, 2.82], [4.14, -0.76, 3.55], [3.72, -2.24, 4.41], [1.84, 0.80, 3.98], [1.90, 2.35, 3.13], [0.53, 1.26, 2.83], [4.48, 1.09, 1.90], [3.60, 1.58, 0.40], [3.43, 2.51, 1.91]]
}

---

Entry 3:
{
  "formula": "C9H18ClN3O",
  "method": "wB97M-V/def2-TZVPD",
  "e_lumo_ev": 0.78,
  "homo_energy_ev": -8.668,
  "charge": 0,
  "elements": ["H", "N", "N", "N", "O", "C", "C", "C", "C", "C", "C", "Cl", "C", "C", "C", "H", "H", "H", "H", "H", "H", "H", "H", "H", "H", "H", "H", "H", "H", "H", "H", "H"],
  "xyz": [[2.83, -1.16, -3.23], [2.87, -0.52, -2.35], [1.75, -0.59, -1.79], [1.68, 0.09, -0.50], [2.72, 0.88, -0.02], [3.03, 1.99, -0.88], [0.43, 0.17, 0.23], [-0.72, 0.47, -0.65], [-2.03, 0.55, 0.03], [-3.21, 0.95, -0.96], [-2.31, -0.78, 0.70], [-2.59, -2.13, -0.60], [-1.27, -1.15, 1.61], [0.14, -1.18, 0.98], [1.33, -1.40, 1.99], [4.04, 2.03, -1.30], [2.90, 2.86, -0.21], [2.31, 2.24, -1.71], [0.67, 0.96, 0.91], [-0.82, -0.38, -1.47], [-0.59, 1.51, -1.16], [-1.94, 1.31, 0.79], [-2.89, 1.90, -1.25], [-3.95, 0.90, -0.18], [-3.20, 0.08, -1.66], [-3.26, -0.77, 1.24], [-1.58, -2.08, 2.30], [-1.27, -0.34, 2.28], [0.20, -1.92, 0.25], [1.40, -0.62, 2.90], [2.28, -1.36, 1.42], [1.04, -2.52, 2.28]]
}

---

Looking at energy for the records above, in order, we have -2371.073853, -3127.199301, -1053.235729 Eh.